[1]
8
Properties=species:S:1:pos:R:3:lowdin_charge:R:1 method="wB97M-V/def2-TZVPD" de_lowest_kcal_mol=38.9 smiles="C=C=O.C#N" e_tot_ev=-6694.8073 lumo_energy_ev=0.69 homo_energy_ha=-0.3547 spin_multiplicity=1 charge=0 gap_ev=10.35
C -2.490 -0.208 -0.032 -0.089
C 1.331 0.544 0.305 0.002
C 1.779 -0.335 -0.477 -0.307
N -2.795 0.396 0.906 0.057
O 2.162 -1.286 -1.079 0.130
H -2.454 -1.027 -0.722 0.053
H 2.172 1.290 0.506 0.110
H 0.295 0.627 0.593 0.044

---

[2]
28
Properties=species:S:1:pos:R:3:lowdin_charge:R:1 method="wB97M-V/def2-TZVPD" de_lowest_kcal_mol=41.1 e_tot_ev=-38153.0998 lumo_energy_ev=0.53 homo_energy_ha=-0.3076 spin_multiplicity=1 charge=0 gap_ev=8.90
C 2.074 -2.516 -1.322 0.052
C 2.115 -2.506 -0.106 -0.734
C -0.188 -0.609 0.215 -0.126
C 1.439 1.101 -0.683 -0.076
C 0.689 1.198 1.759 -0.039
C -0.912 1.718 -0.073 -0.048
C -1.415 -2.488 -0.695 -0.139
C -2.903 -1.986 -0.672 -0.466
C 0.309 0.863 0.256 -0.555
N -0.641 -1.208 -0.844 -0.311
O -0.408 -0.774 -2.039 -0.101
Cl 2.259 -2.475 1.516 0.731
Cl -3.009 -0.979 0.804 0.652
H 1.546 -2.618 -2.202 0.015
H -0.522 -1.239 1.049 0.090
H 1.924 2.054 -0.593 0.070
H 1.288 1.141 -1.762 0.079
H 2.296 0.320 -0.602 0.108
H 0.912 2.297 1.846 0.097
H -0.183 0.944 2.250 0.038
H 1.578 0.581 2.161 0.096
H -1.029 1.544 -1.129 0.078
H -0.634 2.709 0.260 0.084
H -1.794 1.322 0.500 0.057
H -1.196 -2.949 -1.621 0.110
H -1.235 -3.048 0.198 0.111
H -3.489 -2.882 -0.569 0.069
H -3.237 -1.504 -1.525 0.055

---

[3]
81
Properties=species:S:1:pos:R:3:lowdin_charge:R:1 method="wB97M-V/def2-TZVPD" de_lowest_kcal_mol=56.5 e_tot_ev=-231076.2146 lumo_energy_ev="-7.25 / -7.52" homo_energy_ha="-0.5028 / -0.5078" s2=3.78 spin_multiplicity=4 charge=+2 gap_ev="6.44 / 6.29"
N 3.609 1.883 -5.638 0.077
C 4.284 1.214 -4.679 -0.109
C 3.817 0.019 -4.108 0.002
C 2.620 -0.548 -4.631 -0.213
C 1.950 0.190 -5.644 -0.005
C 2.455 1.405 -6.100 -0.118
C 2.006 -1.729 -4.120 0.020
Co -0.441 -0.607 0.480 0.311
P -1.329 -0.648 2.569 0.877
C 0.665 -1.970 -4.298 -0.019
C -0.145 -2.505 -3.251 -0.184
C -1.532 -2.200 -3.149 0.025
C -2.008 -2.009 -1.869 -0.105
C -1.194 -2.292 -0.715 -0.559
C 0.013 -3.049 -0.899 -0.134
C 0.492 -3.231 -2.200 -0.002
Br -2.347 -3.128 0.901 0.806
H 2.579 -2.291 -3.386 0.120
H 0.151 -1.585 -5.179 0.120
H 4.355 -0.485 -3.299 0.114
H 1.035 -0.182 -6.071 0.098
H 5.224 1.660 -4.336 0.118
H 1.914 2.005 -6.852 0.127
H -2.114 -2.047 -4.068 0.145
H 1.422 -3.758 -2.469 0.137
H -2.932 -1.521 -1.589 0.084
H 0.551 -3.308 0.033 0.109
P -0.743 1.375 -0.299 0.948
C -0.457 -2.165 3.215 -0.429
C -1.032 -2.880 4.432 -0.133
H 0.564 -1.809 3.444 0.089
H -0.370 -2.855 2.353 -0.009
H -0.328 -3.680 4.707 0.092
H -1.118 -2.217 5.301 0.048
H -2.018 -3.344 4.261 0.075
C -3.191 -0.421 2.413 -0.405
C -3.970 -0.915 3.643 -0.135
H -3.524 -0.972 1.500 0.005
H -3.364 0.687 2.245 0.091
H -4.984 -1.229 3.346 0.090
H -3.464 -1.764 4.140 0.057
H -4.081 -0.105 4.381 0.080
C -0.936 0.572 3.884 -0.369
C -1.286 0.165 5.316 -0.124
H -1.495 1.482 3.617 0.072
H 0.142 0.793 3.804 0.068
H -1.237 1.051 5.958 0.093
H -2.295 -0.252 5.422 0.060
H -0.581 -0.562 5.733 0.070
C -0.203 3.075 0.330 -0.384
C -0.649 3.554 1.700 -0.129
H -0.639 3.778 -0.399 0.089
H 0.885 3.163 0.220 0.069
H -0.404 4.622 1.812 0.098
H -1.733 3.473 1.861 0.075
H -0.141 3.020 2.506 0.041
C -2.477 2.071 -0.609 -0.368
C -3.336 1.254 -1.567 -0.135
H -2.363 3.093 -1.040 0.099
H -2.963 2.208 0.380 0.071
H -4.400 1.457 -1.371 0.092
H -3.154 1.530 -2.620 0.085
H -3.159 0.177 -1.469 0.020
C -0.014 1.485 -2.026 -0.344
C 1.260 2.317 -2.193 -0.132
H -0.798 1.886 -2.691 0.090
H 0.165 0.453 -2.362 0.056
H 1.511 2.429 -3.256 0.075
H 1.146 3.324 -1.775 0.064
H 2.131 1.860 -1.706 0.074
Br 4.100 2.246 3.481 0.807
C 3.375 0.869 2.367 -0.618
C 4.185 -0.227 2.038 -0.060
C 3.652 -1.148 1.130 -0.016
C 2.342 -1.004 0.677 -0.121
N 1.530 -0.012 1.096 -0.040
C 2.069 0.983 1.859 -0.147
H 5.178 -0.309 2.469 0.122
H 4.267 -1.977 0.773 0.127
H 1.854 -1.736 0.018 0.083
H 1.452 1.849 2.115 0.082

---

[4]
28
Properties=species:S:1:pos:R:3:lowdin_charge:R:1 method="wB97M-V/def2-TZVPD" de_lowest_kcal_mol=105.8 e_tot_ev=-19125.2690 lumo_energy_ev="-4.03 / -4.03" homo_energy_ha="-0.3957 / -0.3957" spin_multiplicity=1 charge=+1 gap_ev="6.74 / 6.73"
C 2.140 -2.370 -0.310 -0.018
C 1.284 -2.101 0.711 0.021
C 1.876 -0.158 -0.251 -0.173
C 1.890 1.163 -0.662 -0.070
C -3.820 -0.203 -1.093 -0.222
C -2.662 -0.373 -0.472 -0.224
C 0.254 -0.171 1.652 0.032
C 0.161 1.315 2.111 -0.187
N 2.538 -1.219 -0.905 0.117
N 1.045 -0.682 0.733 0.016
N 2.799 1.670 -1.456 0.141
O -5.052 0.122 -0.687 0.027
O -1.452 -0.716 -0.977 -0.023
O -0.551 2.017 1.123 -0.083
H 2.379 -3.249 -0.810 0.124
H 0.585 -2.672 1.145 0.092
H 1.185 1.890 -0.423 0.109
H -3.851 -0.755 -2.038 0.130
H -2.575 -0.086 0.565 0.104
H -0.226 -0.860 2.186 0.091
H 1.125 1.747 2.225 0.112
H -0.410 1.226 3.032 0.126
H 3.179 -1.167 -1.594 0.109
H 3.455 0.997 -1.775 0.097
H 2.526 2.563 -1.969 0.177
H -5.064 0.533 0.199 0.122
H -1.602 -1.117 -1.857 0.118
H -1.158 2.654 1.599 0.136

---

[5]
59
Properties=species:S:1:pos:R:3:lowdin_charge:R:1 method="wB97M-V/def2-TZVPD" e_tot_ev=-241821.3652 lumo_energy_ev="-2.91 / -4.42" homo_energy_ha="-0.4102 / -0.4094" s2=8.76 spin_multiplicity=6 charge=+1 gap_ev="8.25 / 6.72"
Fe -0.425 -0.830 0.446 0.475
Se 1.910 -0.431 1.215 0.498
P 1.451 1.587 0.541 0.272
Se -0.708 1.579 0.167 0.478
C 2.355 2.009 -0.946 -0.415
C 3.374 1.194 -1.425 -0.163
C 4.086 1.583 -2.552 -0.072
C 3.778 2.773 -3.191 -0.056
C 2.756 3.586 -2.711 -0.059
C 2.043 3.208 -1.589 -0.085
C 1.862 2.802 1.796 -0.407
C 0.959 3.781 2.193 -0.102
C 1.353 4.744 3.113 -0.063
C 2.639 4.725 3.629 -0.059
C 3.541 3.744 3.233 -0.060
C 3.157 2.783 2.316 -0.089
H 3.600 0.255 -0.937 0.055
H 4.877 0.950 -2.932 0.114
H 4.332 3.071 -4.071 0.113
H 2.516 4.512 -3.216 0.112
H 1.245 3.841 -1.219 0.107
H -0.049 3.790 1.799 0.064
H 0.653 5.506 3.427 0.111
H 2.942 5.476 4.346 0.112
H 4.542 3.729 3.643 0.113
H 3.860 2.016 2.011 0.105
C -4.324 -2.643 1.205 -0.194
S -3.643 -1.623 -0.077 1.046
O -2.329 -1.135 0.546 -0.665
C -4.715 -0.229 0.004 -0.408
C -5.574 -0.027 -1.066 -0.071
C -6.443 1.056 -1.026 -0.055
C -6.422 1.919 0.058 -0.052
C -5.539 1.713 1.114 -0.053
C -4.677 0.631 1.096 -0.071
H -4.316 -2.079 2.136 0.074
H -3.702 -3.532 1.266 0.055
H -5.341 -2.898 0.910 0.079
H -5.564 -0.699 -1.915 0.116
H -7.124 1.229 -1.847 0.115
H -7.094 2.767 0.081 0.115
H -5.525 2.397 1.952 0.115
H -3.976 0.465 1.904 0.116
O -0.242 -2.865 1.294 -0.385
S -0.410 -3.480 -0.047 0.659
O -1.674 -4.113 -0.273 -0.268
N -0.110 -2.204 -1.030 -0.245
C 1.052 -2.377 -1.770 -0.845
S 1.687 -1.246 -2.733 0.804
C 1.649 -3.718 -1.482 -0.222
C 2.794 -4.267 -2.033 -0.007
C 3.194 -5.524 -1.605 -0.034
C 2.470 -6.233 -0.646 -0.042
C 1.319 -5.697 -0.087 -0.014
C 0.949 -4.440 -0.527 -0.233
H 3.347 -3.713 -2.780 0.111
H 4.087 -5.968 -2.024 0.116
H 2.806 -7.212 -0.335 0.116
H 0.743 -6.238 0.650 0.129

---

[6]
57
Properties=species:S:1:pos:R:3:lowdin_charge:R:1 method="wB97M-V/def2-TZVPD" de_lowest_kcal_mol=15.2 smiles="Cc1cncc(C(=O)N[C@@H](C)CCNC(=O)[C@@H]2CCCN2Cc2nnn(C)n2)c1" e_tot_ev=-36173.6804 lumo_energy_ev=0.52 homo_energy_ha=-0.3332 spin_multiplicity=1 charge=0 gap_ev=9.59
C -2.233 0.772 -3.954 -0.045
C -2.701 0.482 -2.556 -0.242
C -3.918 0.965 -2.085 -0.102
N -4.379 0.766 -0.854 0.077
C -3.619 0.064 -0.021 -0.083
C -2.385 -0.472 -0.376 -0.100
C -1.623 -1.215 0.681 -0.430
O -1.991 -1.189 1.849 0.036
N -0.505 -1.881 0.301 0.124
C 0.243 -2.681 1.271 -0.362
C -0.475 -3.996 1.554 -0.042
C 1.673 -2.926 0.796 -0.132
C 2.580 -1.691 0.683 -0.156
N 2.770 -1.205 -0.697 0.069
C 1.731 -0.565 -1.343 -0.434
O 1.140 -1.087 -2.277 0.044
C 1.274 0.786 -0.802 -0.232
C 1.007 1.788 -1.956 -0.109
C 2.247 2.706 -1.950 -0.143
C 3.154 2.093 -0.865 -0.161
N 2.264 1.405 0.073 -0.113
C 1.643 2.344 1.006 -0.124
C 0.826 1.649 2.044 -0.353
N 1.302 0.724 2.901 0.078
N 0.303 0.400 3.676 0.068
N -0.720 1.115 3.283 -0.242
C -2.025 1.024 3.905 -0.004
N -0.454 1.907 2.264 0.179
C -1.931 -0.260 -1.672 0.022
H -1.417 0.107 -4.237 0.079
H -3.042 0.649 -4.675 0.079
H -1.871 1.799 -4.039 0.082
H -4.557 1.545 -2.744 0.116
H -3.997 -0.096 0.980 0.114
H -0.317 -2.017 -0.681 0.121
H 0.274 -2.091 2.190 0.132
H 0.040 -4.553 2.338 0.082
H -1.495 -3.805 1.882 0.076
H -0.504 -4.617 0.655 0.084
H 2.121 -3.615 1.515 0.117
H 1.653 -3.465 -0.159 0.122
H 2.211 -0.869 1.294 0.085
H 3.573 -1.930 1.063 0.116
H 3.026 -1.993 -1.285 0.131
H 0.360 0.577 -0.240 0.130
H 0.870 1.260 -2.898 0.103
H 0.093 2.348 -1.761 0.110
H 2.745 2.739 -2.918 0.105
H 1.971 3.729 -1.693 0.101
H 3.817 1.343 -1.303 0.115
H 3.773 2.821 -0.342 0.117
H 2.447 2.886 1.506 0.128
H 0.995 3.085 0.519 0.126
H -2.735 0.649 3.175 0.066
H -1.937 0.322 4.727 0.092
H -2.316 2.007 4.267 0.089
H -0.975 -0.640 -2.014 0.092

---

[7]
14
Properties=species:S:1:pos:R:3:lowdin_charge:R:1 method="wB97M-V/def2-TZVPD" de_lowest_kcal_mol=109.9 smiles="CC1=[N+]2C[C@]12C" e_tot_ev=-6793.3209 lumo_energy_ev=-5.04 homo_energy_ha=-0.5641 spin_multiplicity=1 charge=+1 gap_ev=10.31
C 0.510 0.547 0.524 -0.136
C -0.037 -1.518 0.867 -0.016
C -0.244 -0.300 -0.350 0.012
C 1.511 1.598 0.346 0.042
C -1.464 -0.376 -1.127 -0.007
N -0.051 -0.294 1.406 0.160
H -0.871 -2.245 1.084 0.151
H 0.889 -2.043 0.604 0.140
H 1.471 2.016 -0.709 0.135
H 2.581 1.396 0.523 0.129
H 1.194 2.380 0.947 0.078
H -2.045 0.489 -1.062 0.083
H -2.214 -1.189 -0.911 0.138
H -1.230 -0.461 -2.140 0.092

---

[8]
25
Properties=species:S:1:pos:R:3:lowdin_charge:R:1 method="wB97M-V/def2-TZVPD" de_lowest_kcal_mol=135.1 e_tot_ev=-15691.1874 lumo_energy_ev="-0.19 / -0.19" homo_energy_ha="-0.2995 / -0.2996" spin_multiplicity=1 charge=0 gap_ev="7.97 / 7.97"
C -2.722 -1.059 0.473 -0.148
C -3.548 0.031 0.149 -0.087
C -1.396 -1.113 0.195 -0.138
C -2.909 1.171 -0.391 -0.029
C -0.783 0.036 -0.240 0.047
C -1.523 1.210 -0.440 -0.364
C 1.741 -2.146 -1.024 0.036
C 1.598 2.305 0.927 0.013
C 1.541 -1.381 -0.012 -0.162
C 1.390 1.004 1.047 -0.146
C 1.506 0.126 -0.083 -0.283
O -0.822 2.297 -0.781 0.026
O 2.058 0.706 -1.223 0.039
H -3.179 -1.918 1.189 0.144
H -4.616 0.036 0.343 0.096
H -0.786 -2.076 0.249 0.118
H -3.341 2.251 -0.357 0.148
H 1.787 -3.206 -0.847 0.081
H 1.817 -1.694 -1.945 0.043
H 1.294 3.012 1.754 0.105
H 1.892 2.773 0.080 0.037
H 1.616 -1.696 0.984 0.104
H 0.933 0.501 1.934 0.146
H 0.137 2.192 -0.467 0.078
H 2.102 0.043 -1.932 0.099

---

[9]
69
Properties=species:S:1:pos:R:3:lowdin_charge:R:1 method="wB97M-V/def2-TZVPD" e_tot_ev=-55789.5554 lumo_energy_ev=1.04 homo_energy_ha=-0.1391 spin_multiplicity=1 charge=-1 gap_ev=4.83
C 6.106 0.614 -1.643 -0.106
C 5.136 -0.186 -2.271 -0.099
C 3.773 0.075 -2.092 -0.032
C 3.348 1.175 -1.308 -0.155
C 1.921 1.473 -1.094 -0.076
C 0.988 0.477 -0.971 0.017
C -0.399 0.749 -0.780 -0.182
C -1.302 -0.267 -0.372 0.085
C -2.629 -0.332 -0.886 -0.185
C -3.046 0.398 -2.042 -0.040
C -4.399 0.583 -2.316 -0.087
C -5.366 -0.059 -1.524 -0.088
C -4.953 -0.974 -0.541 -0.081
C -3.605 -1.151 -0.262 -0.006
C -0.828 2.092 -1.057 0.011
C 0.038 3.148 -1.172 -0.078
C -0.474 4.518 -1.410 -0.152
C -1.654 4.746 -2.164 -0.038
C -2.193 6.032 -2.273 -0.102
C -1.586 7.117 -1.624 -0.109
C -0.410 6.905 -0.897 -0.088
C 0.153 5.634 -0.831 -0.024
C 1.484 2.888 -0.952 -0.257
O 2.274 3.812 -0.677 0.013
C 4.338 1.977 -0.715 -0.023
C 5.694 1.697 -0.855 -0.085
H 7.171 0.395 -1.757 0.092
H 5.451 -1.029 -2.892 0.094
H 3.022 -0.562 -2.568 0.108
H 1.289 -0.572 -1.007 0.110
H -0.994 -1.054 0.314 0.064
H -2.274 0.822 -2.691 0.117
H -4.686 1.222 -3.156 0.101
H -6.430 0.091 -1.725 0.096
H -5.673 -1.591 -0.002 0.101
H -3.264 -1.914 0.439 0.079
H -1.899 2.304 -1.094 0.112
H -2.145 3.902 -2.659 0.105
H -3.100 6.191 -2.857 0.094
H -2.024 8.116 -1.680 0.092
H 0.074 7.721 -0.367 0.097
H 1.087 5.473 -0.302 0.099
H 4.021 2.838 -0.135 0.101
H 6.420 2.322 -0.334 0.098
C -4.230 -3.890 3.656 -0.087
C -3.575 -3.211 2.482 -0.237
O -2.243 -2.839 2.983 -0.061
C -1.274 -2.652 2.039 -0.633
C -0.378 -1.581 2.435 -0.303
S 1.215 -1.509 1.922 0.864
C 2.033 -3.109 1.895 -0.341
C 2.019 -3.833 0.695 -0.090
C 2.829 -4.961 0.538 -0.099
C 3.653 -5.392 1.579 -0.111
C 3.645 -4.689 2.786 -0.101
C 2.863 -3.538 2.941 -0.069
O 1.998 -0.694 2.878 -0.523
O -1.216 -3.310 1.000 -0.006
H -5.299 -3.995 3.482 0.066
H -3.798 -4.888 3.774 0.079
H -4.067 -3.305 4.567 0.080
H -3.487 -3.886 1.611 0.122
H -4.093 -2.272 2.222 0.107
H -0.677 -1.005 3.296 0.065
H 1.365 -3.508 -0.114 0.101
H 2.814 -5.499 -0.408 0.094
H 4.301 -6.264 1.457 0.093
H 4.260 -5.027 3.620 0.093
H 2.886 -2.962 3.867 0.107

---

[10]
31
Properties=species:S:1:pos:R:3:lowdin_charge:R:1 method="wB97M-V/def2-TZVPD" de_lowest_kcal_mol=24.3 e_tot_ev=-117885.6006 lumo_energy_ev="-2.01 / -1.87" homo_energy_ha="-0.3105 / -0.3056" spin_multiplicity=1 charge=0 gap_ev="6.44 / 6.45"
W -0.515 0.733 0.012 1.094
S 2.305 -1.568 2.765 0.598
C 1.374 -0.696 1.772 -1.751
S 1.847 0.349 0.476 0.528
S -0.418 -0.716 1.837 0.488
C -2.189 1.371 -5.150 -0.042
C -1.735 1.810 -3.788 -0.253
C -2.475 1.497 -2.662 -0.027
C -2.114 1.970 -1.394 -0.317
C -3.033 1.726 -0.207 -0.036
C -0.960 2.796 -1.291 -0.170
C -0.189 3.100 -2.430 -0.199
C 1.003 4.005 -2.314 -0.015
C -0.582 2.589 -3.652 0.016
C -0.669 3.438 0.064 -0.600
O -0.616 4.624 0.233 0.148
O -0.518 2.502 0.977 -0.202
H -2.904 0.554 -5.081 0.077
H -1.345 1.047 -5.755 0.082
H -2.670 2.205 -5.668 0.092
H -3.366 0.889 -2.768 0.127
H -3.994 1.363 -0.559 0.101
H -3.173 2.634 0.374 0.109
H -2.659 0.939 0.504 0.049
H 1.558 3.824 -1.395 0.091
H 0.669 5.044 -2.288 0.100
H 1.669 3.875 -3.165 0.085
H 0.005 2.821 -4.533 0.128
Se -0.592 -2.186 -3.826 0.754
C -0.540 -1.214 -2.429 -0.883
N -0.514 -0.537 -1.447 -0.171